[1]
59
Properties=species:S:1:pos:R:3 method="wB97M-V/def2-TZVPD" charge=+1 homo_energy_ev=-10.897 e_lumo_ev=-3.0195 gap_ev=7.88 relative_energy_kcal_mol=44.7
Ba 0.1543 0.1279 0.1474
N 0.1543 -2.7645 -2.3383
O 0.3672 -3.9723 -2.3099
O 0.3356 -2.0280 -1.3877
O -0.2016 -2.2567 -3.4422
C -3.5425 0.8614 -0.7782
C -3.0683 0.5694 -2.2012
O -1.6438 0.2442 -2.1029
H -3.4199 0.1422 0.0316
H -4.6285 0.9373 -0.8330
H -3.2208 1.8403 -0.4228
H -3.2157 1.3783 -2.9168
H -3.5055 -0.3490 -2.5929
H -1.4238 -0.5922 -2.5197
C -1.3067 2.1250 3.5693
C -2.2194 2.0149 2.3934
O -1.4390 2.3277 1.2663
H -1.8957 2.5459 4.3842
H -0.5472 2.8890 3.4039
H -0.8069 1.2599 4.0052
H -2.9981 2.7770 2.4209
H -2.8028 1.0969 2.3228
H -1.4005 3.2777 1.1336
C 0.5015 3.9033 -3.2488
C 0.1464 3.6023 -1.7472
O 0.9806 2.5830 -1.1383
H 0.4100 3.0146 -3.8732
H 1.5309 4.2450 -3.3565
H -0.2305 4.6506 -3.5553
H -0.9308 3.4379 -1.7203
H 0.1521 4.5209 -1.1605
H 1.7364 3.1210 -0.8915
C 3.4264 -3.1857 2.2874
C 2.0275 -3.0733 1.8581
O 1.6836 -1.6878 1.4904
H 3.6629 -2.6300 3.1948
H 4.1991 -3.0658 1.5280
H 3.5274 -4.1856 2.7094
H 1.2593 -3.4765 2.5180
H 1.8139 -3.6569 0.9626
H 2.3652 -1.1491 1.8988
C 3.9043 -1.2531 -2.6283
C 2.7730 -0.2098 -2.4108
O 2.5738 0.1407 -1.0550
H 3.6287 -2.1489 -2.0718
H 4.8299 -0.8243 -2.2442
H 4.0269 -1.6081 -3.6515
H 1.8231 -0.5496 -2.8235
H 3.1140 0.6392 -3.0031
H 3.4594 0.2840 -0.7135
C -1.2073 -1.6030 3.1951
C -2.2510 -1.8987 2.2246
O -1.7192 -1.5557 0.9527
H -0.3512 -2.2690 3.0879
H -1.6651 -1.7599 4.1718
H -0.7437 -0.6203 3.1086
H -3.1808 -1.3501 2.3753
H -2.6612 -2.9073 2.1751
H -2.3402 -1.9268 0.3217

=====

[2]
66
Properties=species:S:1:pos:R:3 method="wB97M-V/def2-TZVPD" homo_energy_ev=-8.567 smiles="COP(=O)(OC)OC.COP(=O)(OC)OC.COP(=O)(OC)OC.CCSC[SiH2]Br" e_lumo_ev=-2.4950 gap_ev=6.07 relative_energy_kcal_mol=78.0
C -0.3232 5.3031 2.4613
O 0.4080 4.1512 2.0241
P 1.1284 3.2530 3.3012
O 2.4500 4.0118 3.2244
O 1.1440 1.8782 2.3918
C 0.7917 1.8475 1.0153
O 1.5305 2.3363 4.6851
C 2.7255 1.5701 4.6347
H -0.7353 5.8076 1.5886
H -1.1442 4.9979 3.1119
H 0.3383 5.9924 2.9930
H 1.4453 2.4927 0.4267
H -0.2518 2.1347 0.8857
H 0.9070 0.8235 0.6566
H 3.5941 2.2050 4.4598
H 2.6651 0.7965 3.8690
H 2.8454 1.0817 5.6035
C 3.1804 -8.9100 -1.1515
O 4.0855 -8.0260 -0.4805
P 3.9650 -6.3866 -0.9890
O 5.0443 -6.5346 -2.0567
O 4.5840 -5.8428 0.4384
C 5.1103 -6.7001 1.4417
O 3.5269 -4.7883 -1.4011
C 4.5597 -3.8113 -1.4349
H 3.3340 -9.9194 -0.7724
H 2.1493 -8.6124 -0.9535
H 3.3705 -8.9015 -2.2279
H 5.9503 -7.2822 1.0610
H 4.3307 -7.3561 1.8282
H 5.4673 -6.0779 2.2641
H 5.3326 -4.0793 -2.1551
H 4.9990 -3.6687 -0.4477
H 4.1106 -2.8662 -1.7471
C -6.1543 6.6717 2.1908
O -5.7485 6.9192 0.8401
P -5.1907 5.5185 0.0108
O -3.7336 5.7493 0.3998
O -5.5623 6.1927 -1.4465
C -5.9968 7.5367 -1.6006
O -4.9303 4.0228 -0.7697
C -3.9591 3.9878 -1.8076
H -6.4818 7.6110 2.6341
H -6.9855 5.9648 2.2093
H -5.3166 6.2770 2.7718
H -5.2455 8.2377 -1.2348
H -6.9473 7.6897 -1.0902
H -6.1508 7.7217 -2.6651
H -2.9767 4.2829 -1.4390
H -4.2531 4.6224 -2.6436
H -3.8972 2.9590 -2.1666
C -0.6117 -3.5321 -0.3184
C -1.6450 -3.5690 -1.5094
S -0.9512 -4.0882 -3.1363
C 0.6941 -3.2906 -3.4063
Si 0.6213 -1.4178 -3.7645
Br 0.3741 -0.2129 -1.8309
H 0.1491 -2.7122 -0.4416
H -0.0960 -4.5044 -0.1120
H -1.2031 -3.2682 0.6127
H -2.4488 -4.3140 -1.2481
H -2.1531 -2.5683 -1.5690
H 1.4279 -3.5485 -2.5865
H 1.1210 -3.7677 -4.3426
H 1.9632 -1.0487 -4.2758
H -0.3307 -1.0420 -4.8130

=====

[3]
67
Properties=species:S:1:pos:R:3 method="wB97M-V/def2-TZVPD" homo_energy_ev="-7.032 / -7.081" multiplicity=2 e_lumo_ev="0.0473 / 0.0475" gap_ev="7.08 / 7.13" relative_energy_kcal_mol=20.0
O 17.3233 10.3500 -27.6536
V 18.4304 10.1114 -28.8635
C 14.9271 10.9749 -30.9301
C 16.0287 11.8742 -30.4623
O 17.2098 11.1689 -30.2080
H 14.6466 10.2541 -30.1627
H 15.1495 10.5005 -31.8866
H 14.0763 11.6435 -31.1133
H 15.8791 12.3550 -29.4866
H 16.1981 12.7095 -31.1561
Cl 20.1845 11.8608 -28.5545
C 19.6438 7.3868 -27.5340
O 19.2982 8.5203 -27.8501
N 20.4221 7.0677 -26.4958
N 19.1685 6.3364 -28.2732
H 20.8469 7.8350 -25.9998
H 20.5934 6.1462 -26.1447
H 18.6673 6.5002 -29.1268
H 19.6175 5.4412 -28.1786
C 17.6888 10.9059 -23.7354
O 18.1567 10.6019 -24.8300
N 16.9355 10.1006 -22.9526
N 18.0662 12.0741 -23.1508
H 16.6119 9.1905 -23.2136
H 16.7766 10.4138 -22.0130
H 17.7798 12.3923 -22.2451
H 18.6667 12.6354 -23.7300
C 20.1563 9.5315 -31.5541
O 19.6666 9.1877 -30.4800
N 20.8246 10.6984 -31.7896
N 19.7852 8.9248 -32.7198
H 21.1281 11.2800 -31.0203
H 21.2530 10.8203 -32.6851
H 20.1762 9.2617 -33.5755
H 19.1276 8.1683 -32.7007
C 16.5004 7.6338 -30.3148
O 17.0570 8.4240 -29.5522
N 16.3035 7.9134 -31.6152
N 16.1598 6.3991 -29.8651
H 16.0460 7.1678 -32.2381
H 16.6199 8.7826 -32.0120
H 16.1150 6.2419 -28.8748
H 15.6616 5.7768 -30.4786
C 13.6517 12.3236 -23.4707
O 13.3420 11.9307 -24.7832
C 14.4276 11.5987 -25.6217
C 15.4173 12.7559 -25.8098
N 15.1484 13.4480 -27.0862
C 15.9153 14.6512 -27.3577
C 15.9880 15.7188 -26.2615
O 16.9309 16.7014 -26.7162
C 17.0952 17.7394 -25.7689
H 13.1427 13.2602 -23.2394
H 14.7038 12.4559 -23.2018
H 13.2917 11.5231 -22.8153
H 14.0761 11.3604 -26.6264
H 14.8831 10.6745 -25.2487
H 16.4505 12.3867 -25.8338
H 15.3930 13.4679 -24.9860
H 15.1720 12.7934 -27.8508
H 15.6307 15.2064 -28.2574
H 16.9019 14.2940 -27.6854
H 16.3794 15.2603 -25.3486
H 15.0379 16.1955 -26.0124
H 17.7031 18.5579 -26.1512
H 17.6172 17.4626 -24.8456
H 16.0944 18.0852 -25.4960

=====

[4]
61
Properties=species:S:1:pos:R:3 method="wB97M-V/def2-TZVPD" charge=-1 homo_energy_ev=-7.059 e_lumo_ev=2.6540 gap_ev=9.71 relative_energy_kcal_mol=14.1
Cl -0.3636 0.0148 0.2158
C 0.4728 -0.4755 3.8316
C 0.1925 -1.5042 5.0249
O -1.1499 -2.0279 4.9345
O -0.6336 0.4254 3.6249
H 0.4462 -1.0495 2.9054
H 1.4257 0.0412 3.9465
H 0.3184 -1.0130 5.9898
H 0.9198 -2.3154 4.9924
H -1.6350 -1.6428 4.2010
H -0.7106 0.5179 2.6725
C 1.3123 4.1844 -2.0773
C 1.0846 2.7558 -1.6494
O -0.1137 2.2285 -2.1733
O 1.5855 4.1726 -3.4834
H 2.2207 4.5540 -1.6014
H 0.4218 4.7682 -1.8445
H 1.2010 2.5816 -0.5797
H 1.8896 2.1564 -2.0746
H -0.2969 1.4459 -1.6484
H 2.5289 4.0225 -3.5786
C -3.4436 -2.0244 -2.0110
C -3.3143 -2.3964 -0.5099
O -3.4209 -1.1626 0.2247
O -3.1381 -3.2320 -2.7565
H -2.7400 -1.2463 -2.3070
H -4.4618 -1.6930 -2.2150
H -2.3255 -2.8167 -0.3262
H -4.1089 -3.1364 -0.4146
H -2.5843 -0.7197 0.0654
H -3.3327 -3.0626 -3.6812
C -1.9373 3.2192 3.0354
C -2.8187 2.7239 1.8775
O -2.1016 2.6992 0.6850
O -1.9868 4.6752 2.9914
H -0.9020 2.9312 2.8527
H -2.2939 2.9957 4.0409
H -3.6645 3.4032 1.7709
H -3.1842 1.7069 2.0192
H -1.5884 1.8881 0.7029
H -1.4903 4.9529 2.2181
C 2.4522 -2.6401 0.5553
C 3.4134 -1.3937 0.6587
O 2.7560 -0.3116 1.2813
O 3.0990 -3.9104 0.2937
H 1.7212 -2.4197 -0.2226
H 1.9356 -2.7661 1.5069
H 3.8017 -1.1749 -0.3360
H 4.2190 -1.7356 1.3085
H 1.8779 -0.2257 0.9028
H 2.3552 -4.5142 0.2323
C 2.1519 -1.5540 -4.0881
C 1.4200 -0.6651 -3.0313
O 0.3089 -1.3079 -2.4825
O 1.3843 -1.9033 -5.2100
H 2.4875 -2.4995 -3.6622
H 3.0595 -1.0837 -4.4667
H 1.1472 0.2943 -3.4708
H 2.1101 -0.3651 -2.2428
H 0.1272 -0.8819 -1.6416
H 1.8936 -2.4882 -5.7758